24
Properties=species:S:1:pos:R:3:forces:R:3 method="wB97M-V/def2-TZVPD" smiles=Cc1ccc(O)cc1.CC lumo_energy_ha=0.031 gap_ev=8.881 relative_energy_kj_mol=168.8 largest_force_ev_per_a=4.59
C -2.6033 -1.4431 2.2982 0.4 4.1 -2.1
H 3.0925 0.2838 -0.4462 -1.7 0.5 -1.0
C 1.2709 -0.0881 -1.7364 1.1 1.5 1.7
C -0.6693 1.1994 -1.1696 1.4 0.2 -0.7
H -0.7450 -2.0943 2.8434 0.5 1.1 0.2
H 1.2207 -2.0126 -2.6416 -0.9 -0.9 -0.5
H -0.9709 -0.3456 3.4043 0.0 -0.9 -1.0
H 2.1275 2.3871 0.6998 -1.1 -1.5 -1.0
H 2.8366 -1.6566 -2.1106 -0.9 0.6 0.3
C -0.0502 0.3276 -2.0237 1.3 -1.1 0.7
H -0.4212 -0.8096 1.7410 -0.3 0.5 -0.9
H -0.5224 -0.1188 -2.8758 -0.5 -0.2 -0.2
H -0.1631 3.1654 0.9673 0.0 1.1 0.9
C -1.0880 -1.0677 2.5377 -1.0 -1.9 2.4
C 1.5098 1.6566 0.0558 -0.7 1.0 -0.7
C 1.8906 -1.2103 -2.5193 2.1 0.9 0.3
C 2.0316 0.6416 -0.7349 1.2 -2.5 -0.1
H 2.2524 -0.7853 -3.4542 -0.4 -0.3 -0.5
H -2.9744 -2.1100 3.0108 -0.3 -1.1 1.1
H -1.6914 1.5514 -1.3468 0.5 -0.1 0.3
O -0.5381 2.9463 0.1252 -0.4 1.9 1.9
H -3.2592 -0.4779 2.3707 1.0 -1.7 -0.3
C 0.1684 1.8994 -0.2661 -1.1 -1.0 -1.3
H -2.7046 -1.8387 1.2709 -0.2 0.0 0.6